A 10-piece molecular cluster, C40H75F15O20 overall in a non-equilibrium geometry. Source: the OMol25 dataset; level of theory: wB97M-V/def2-TZVPD.

Results
Largest force on an atom ... 5.478 eV Å⁻¹
2S+1 ... 1
SMILES ... CCOC(=O)C(F)(F)F.CCOC(=O)C(F)(F)F.CCOC(=O)C(F)(F)F.CCOC(=O)C(F)(F)F.CCOC(=O)C(F)(F)F.COCCOC.COCCOC.COCCOC.COCCOC.COCCOC
Kohn-Sham gap ... 0.35054 Ha

Structure (XYZ):
```
150
Properties=species:S:1:pos:R:3:forces:R:3
C 3.850650 -17.057780 -15.577280 -0.47 -0.60 0.22
O 3.505540 -17.570430 -14.291860 1.22 0.01 1.17
C 4.621730 -17.858460 -13.405300 -1.13 0.88 1.11
C 4.184500 -18.095050 -11.891420 -0.08 -1.19 -2.17
O 3.319480 -17.144730 -11.344440 1.38 0.08 0.66
C 1.991840 -17.437420 -11.585120 -1.78 0.88 -0.81
H 3.112460 -17.548790 -16.211390 0.15 0.33 -0.46
H 4.851070 -17.324280 -15.918200 0.12 -0.23 0.17
H 3.757180 -15.974220 -15.649780 -0.10 0.09 0.23
H 5.294140 -17.016920 -13.238660 0.16 0.30 -1.04
H 5.150150 -18.732660 -13.785620 0.22 -0.05 0.15
H 5.125540 -18.193860 -11.350340 -0.07 0.46 0.30
H 3.728730 -19.084860 -11.865960 -0.30 -0.20 0.28
H 1.704080 -18.470890 -11.392140 0.12 -0.09 0.04
H 1.717040 -17.124870 -12.592540 0.14 -0.65 -0.56
H 1.327490 -16.764520 -11.042950 0.37 -0.10 0.87
C -0.960560 -7.193700 -12.831400 0.45 1.24 -1.28
O -1.885020 -6.857480 -11.880890 -3.20 0.47 1.58
C -2.682880 -5.663420 -12.146370 0.86 0.14 -0.64
C -4.026860 -5.525170 -11.426140 0.91 0.85 1.35
O -4.534530 -4.220940 -11.740340 2.91 -1.10 -2.40
C -5.720100 -3.846930 -11.247520 -2.20 -0.60 1.61
H -0.253870 -6.363930 -12.843870 1.02 -0.40 -0.10
H -1.373720 -7.161160 -13.839530 -0.32 -0.37 -0.31
H -0.535260 -8.181570 -12.654380 0.11 0.27 0.27
H -2.867970 -5.502490 -13.208420 0.00 -0.57 -0.36
H -2.094730 -4.786600 -11.875520 0.19 0.07 0.27
H -3.791630 -5.413550 -10.367700 -0.11 -0.85 0.44
H -4.701380 -6.365480 -11.590450 -0.30 0.20 -0.26
H -5.669110 -3.501190 -10.215060 0.31 0.80 0.22
H -6.347660 -4.723050 -11.084170 -0.67 -0.20 -0.58
H -6.206320 -3.123590 -11.902090 0.05 -0.02 0.13
C -3.105070 -16.476820 -14.404130 -1.04 0.45 0.32
O -2.543990 -17.544740 -15.109700 0.40 0.00 0.85
C -3.513150 -18.440120 -15.543360 -0.06 -1.13 -1.00
C -2.860410 -19.670240 -16.112650 1.54 -0.23 -0.72
O -2.066500 -19.426940 -17.277670 0.70 0.15 -0.20
C -0.751840 -18.811610 -17.198090 -1.03 0.53 0.16
H -3.822340 -15.958250 -15.040300 0.56 0.86 -0.49
H -2.351340 -15.872660 -13.899190 0.14 0.14 -0.71
H -3.808610 -16.722490 -13.608660 0.16 -1.06 0.51
H -4.092430 -18.050170 -16.380300 -0.41 0.56 0.14
H -4.163560 -18.803740 -14.747840 -0.29 0.33 0.33
H -3.578800 -20.400020 -16.486050 -0.35 0.18 0.31
H -2.245670 -20.168460 -15.363000 0.13 -0.05 0.30
H 0.027980 -19.385570 -17.698660 -0.29 -0.55 0.18
H -0.460290 -18.542680 -16.182820 -0.04 -0.32 0.10
H -0.806280 -17.871140 -17.746400 -0.09 0.13 0.00
C 0.633550 -20.780850 -12.798550 -1.68 0.53 -1.10
O -0.113510 -20.331890 -11.689110 -0.28 0.05 0.70
C -1.553800 -20.085670 -11.887860 2.32 -0.19 0.68
C -1.769940 -18.623040 -11.611530 -1.58 -0.22 -0.25
O -1.917260 -18.185970 -10.268670 0.77 0.19 0.58
C -1.214380 -18.856020 -9.209980 0.32 -0.35 -0.82
H 1.650250 -20.397480 -12.884870 0.17 -0.40 0.97
H 0.188340 -20.303020 -13.671230 -0.17 -0.11 -0.56
H 0.484840 -21.853320 -12.924220 0.66 -0.16 0.00
H -2.088010 -20.715430 -11.176430 -0.09 -0.08 -0.09
H -1.833160 -20.352750 -12.907040 -0.08 0.14 -0.06
H -2.770190 -18.433360 -12.000920 -0.13 0.31 -0.36
H -1.076700 -18.051210 -12.228400 0.38 0.24 0.35
H -1.622590 -19.863020 -9.123830 -0.08 -0.01 0.50
H -1.272660 -18.286850 -8.282210 -0.60 0.04 -0.21
H -0.146780 -18.986750 -9.386770 0.12 0.15 -0.43
C -1.619300 -13.892100 -8.348890 -0.17 0.95 -0.99
O -0.323190 -13.814670 -8.969120 -0.97 -0.35 1.14
C -0.323430 -14.494640 -10.201100 0.51 0.94 -0.70
C -1.081800 -13.709820 -11.318420 0.64 0.07 2.18
O -0.306230 -12.609490 -11.830150 -1.23 -1.17 -1.28
C -0.347480 -11.389190 -11.110040 0.32 -1.16 1.09
H -2.196740 -13.048340 -8.726700 0.03 0.76 0.78
H -1.563470 -13.938890 -7.261330 0.15 0.11 -0.17
H -2.297210 -14.650630 -8.740280 0.64 -1.07 0.14
H -0.747130 -15.482550 -10.020500 0.00 -0.30 -0.48
H 0.729480 -14.515220 -10.482270 -0.08 -0.47 -0.10
H -1.956710 -13.329960 -10.790840 -0.42 0.26 -0.39
H -1.425170 -14.483550 -12.005120 0.36 0.65 -0.94
H -1.219760 -11.307940 -10.461480 -0.37 -0.05 -0.10
H -0.309950 -10.508350 -11.750990 0.28 -0.29 -0.19
H 0.497600 -11.512860 -10.432810 0.20 1.05 0.15
C -3.378530 -11.526790 -14.216590 -0.43 0.61 0.49
C -3.357000 -10.109590 -13.625290 -0.03 0.53 -1.29
O -3.856830 -9.075520 -14.561410 -0.41 1.20 -0.79
C -3.290800 -8.693100 -15.724690 1.51 -2.69 -0.21
O -2.299870 -9.223330 -16.229010 -2.22 1.57 1.06
C -4.045720 -7.508640 -16.492760 1.80 1.14 1.90
F -3.119130 -6.828460 -17.146880 0.90 0.12 -0.44
F -4.928750 -7.836170 -17.398120 -1.11 -0.60 0.49
F -4.496490 -6.599660 -15.557690 -0.67 -1.22 -0.80
H -4.322910 -12.019750 -13.985830 0.17 -0.17 0.54
H -2.507090 -11.970130 -13.734780 -0.21 -0.79 -0.39
H -3.371060 -11.600160 -15.304100 0.75 0.45 0.07
H -2.364890 -9.818230 -13.280440 0.07 0.04 -0.35
H -4.024910 -9.974950 -12.774490 -0.04 -0.16 -0.18
C -2.086660 -16.046780 -1.692810 -1.28 -0.31 1.17
C -2.911280 -16.505340 -2.869070 -0.35 0.27 1.08
O -2.010870 -17.224000 -3.636190 3.44 -0.04 -4.27
C -1.114490 -16.574570 -4.482870 -1.21 0.74 2.05
O -1.165060 -15.424960 -4.836700 -0.21 -0.77 0.30
C 0.094390 -17.434090 -4.877480 0.27 -2.07 1.04
F 1.290140 -17.055890 -4.387550 -0.98 0.42 0.32
F -0.089760 -18.727380 -4.569870 -0.17 -0.27 1.37
F 0.194310 -17.485370 -6.154430 0.25 1.20 -3.17
H -1.642930 -16.924630 -1.223140 0.36 0.14 -0.12
H -2.807240 -15.687120 -0.958300 0.21 0.51 0.27
H -1.342860 -15.284900 -1.926060 -0.11 -0.09 -0.09
H -3.465160 -15.672430 -3.302180 0.28 -0.14 -0.77
H -3.595800 -17.330490 -2.672430 -0.46 0.55 0.78
C 3.048200 -14.685840 -6.928430 0.34 -0.23 -0.93
C 3.529460 -15.332520 -8.224810 3.12 -1.27 2.47
O 3.278290 -14.680460 -9.383160 -1.34 2.00 -4.46
C 4.270680 -14.277020 -10.218460 3.42 -0.35 2.64
O 5.475060 -14.181220 -9.861850 -4.29 -0.23 -1.79
C 3.821110 -13.978230 -11.701010 -0.99 -0.96 1.39
F 4.139790 -12.760820 -12.066970 0.06 0.83 0.00
F 4.403540 -14.824650 -12.515770 0.85 -0.47 -0.54
F 2.498090 -14.173070 -11.843460 0.19 0.49 0.08
H 3.216810 -13.615780 -7.049430 -0.49 0.13 0.20
H 3.754770 -14.993060 -6.157400 -0.37 -0.17 0.14
H 2.026700 -14.964470 -6.669600 0.09 0.33 0.05
H 3.352520 -16.404150 -8.316400 -0.83 0.03 -0.16
H 4.618040 -15.305380 -8.176090 0.29 -0.16 0.53
C -0.536750 -11.574480 -5.260600 -0.17 0.94 -0.58
C 0.668130 -12.457220 -5.132640 -0.35 0.01 -0.21
O 0.726330 -12.816680 -3.744770 0.16 -0.09 1.79
C 1.726810 -13.573040 -3.342170 1.70 -1.50 -2.81
O 2.592150 -14.035070 -4.085200 -1.47 1.06 1.75
C 1.736700 -13.995070 -1.872130 -0.25 -1.76 1.52
F 0.731610 -13.479170 -1.166440 0.10 0.54 -0.06
F 1.579390 -15.374950 -1.703370 0.29 1.62 -0.95
F 2.905680 -13.698600 -1.287680 -0.59 0.20 -0.44
H -1.435410 -11.929660 -4.756280 0.23 -0.01 0.03
H -0.773020 -11.342100 -6.299000 -0.05 -0.62 -0.27
H -0.250040 -10.574630 -4.934720 -0.31 -0.02 0.72
H 1.526740 -11.829130 -5.370100 0.35 -0.63 -0.19
H 0.607890 -13.392600 -5.689010 0.22 0.25 -0.23
C -2.928150 -11.951130 -1.458940 -0.24 0.37 -0.12
C -3.511060 -12.768760 -2.612890 1.11 0.32 0.56
O -3.715240 -11.874910 -3.741560 -1.15 -0.86 -0.69
C -4.215100 -12.484590 -4.833050 1.02 -3.03 0.42
O -4.470940 -13.692470 -4.989520 0.64 3.53 0.75
C -4.404730 -11.505860 -5.985580 1.21 2.46 1.63
F -3.837690 -11.823980 -7.109310 0.21 -0.92 -0.90
F -5.690320 -11.395780 -6.088110 -2.05 0.21 -0.94
F -3.926330 -10.226980 -5.697170 -0.32 -1.32 0.05
H -2.040290 -11.378170 -1.726390 -0.03 -0.10 -0.30
H -2.645410 -12.550080 -0.593250 -0.14 -0.38 -0.22
H -3.677330 -11.243400 -1.104060 -0.02 0.08 -0.03
H -4.440690 -13.233650 -2.284620 -0.04 -0.07 -0.43
H -2.789570 -13.496850 -2.983620 -0.17 -0.31 0.25
```
Forces are in eV/Å.